A 2-piece molecular cluster, C4H11N3 overall, computed with ωB97M-V with the def2-TZVPD basis set.

Values from the calculation:
* HOMO energy: -17.111 eV
* total charge: +2
* ΔE to the lowest compared entry with this formula, charge and spin: 274.7 kJ/mol
* HOMO-LUMO gap: 8.6 eV

Cartesian coordinates (Å):
C1 1.425 0.600 0.479
C2 2.965 -0.347 -1.138
C3 -1.770 0.067 -0.529
C4 -1.543 -0.013 0.906
N1 2.165 -0.425 -0.119
N2 1.774 1.468 1.253
N3 -2.800 -0.479 -1.093
H1 3.085 0.640 -1.618
H2 3.193 -1.244 -1.647
H3 -1.109 0.667 -1.242
H4 -2.344 -0.555 1.483
H5 -1.527 1.056 1.262
H6 -0.508 -0.348 1.044
H7 1.688 -1.252 0.078
H8 0.931 1.866 1.770
H9 2.698 1.721 1.528
H10 -2.858 -0.532 -2.155
H11 -3.603 -0.930 -0.572

***

C25H28ClNO5S as an isolated structure, computed with ωB97M-V with the def2-TZVPD basis set.

Values from the calculation:
* HOMO energy: -7.981 eV
* HOMO-LUMO gap: 7.8 eV

Cartesian coordinates (Å):
C1 -4.409 -0.909 1.584
C2 -3.029 -1.727 1.329
O1 -1.932 -0.773 1.586
C3 -0.767 -1.371 1.400
C4 -0.492 -2.825 0.923
C5 0.731 -3.124 0.871
C6 1.737 -2.254 1.078
C7 1.509 -0.811 1.193
C8 0.181 -0.398 1.487
O2 0.097 0.856 1.882
C9 -0.780 1.438 3.054
C10 -2.019 2.205 2.563
H1 -2.609 1.347 1.978
H2 -2.375 2.557 3.607
H3 -1.601 2.944 1.945
H4 -0.123 1.762 3.832
H5 -1.018 0.172 3.603
H6 2.275 -0.150 1.498
C11 3.321 -2.365 0.391
H7 3.870 -1.632 0.878
H8 3.509 -3.412 0.813
C12 3.122 -2.522 -0.931
N1 2.212 -1.686 -1.643
C13 1.037 -2.329 -2.038
O3 1.054 -3.357 -2.855
C14 0.006 -1.476 -2.248
C15 -1.323 -1.906 -2.745
C16 -2.091 -0.476 -2.353
C17 -1.392 0.137 -1.463
O4 -0.033 -0.377 -1.463
C18 -1.575 1.526 -0.893
H9 -2.591 1.352 -0.483
H10 -0.782 1.661 -0.083
S1 -1.744 2.794 -1.970
O5 -1.846 3.975 -1.009
C19 0.064 3.129 -2.584
C20 1.125 2.665 -1.799
C21 1.142 3.380 -0.159
C22 2.125 3.160 0.514
C23 3.006 2.308 0.301
C24 3.181 1.402 -0.829
C25 1.943 1.787 -1.655
H11 1.967 1.126 -2.797
H12 3.830 0.624 -1.184
Cl1 4.289 1.942 1.272
H13 2.323 3.587 1.421
H14 0.465 3.985 -0.165
H15 0.156 2.047 -3.389
H16 0.147 4.020 -3.148
H17 -3.298 -0.412 -2.477
H18 -1.603 -2.514 -3.383
H19 2.136 -0.827 -1.367
H20 3.212 -3.583 -1.485
H21 4.290 -2.422 -1.378
H22 1.098 -4.123 0.634
H23 -1.262 -3.280 1.175
H24 -3.128 -2.161 0.236
H25 -3.264 -2.562 2.082
H26 -4.454 0.009 0.809
H27 -4.368 -0.514 2.797
H28 -5.258 -1.619 1.240

***

C31H32ClMoN2O7STe as an isolated structure, computed with ωB97M-V with the def2-TZVPD basis set.

Values from the calculation:
* multiplicity: 3
* HOMO energy (spin up / spin down): -11.403 / -11.441 eV
* total charge: +1
* ΔE to the lowest compared entry with this formula, charge and spin: 103.3 kJ/mol
* <S²>: 2.03
* HOMO-LUMO gap (spin up / spin down): 6.9 / 7.0 eV

Cartesian coordinates (Å):
Mo1 -0.299 0.858 0.101
C1 4.045 -2.508 2.852
C2 2.706 -1.793 2.658
C3 1.653 -2.480 3.518
C4 2.325 -1.706 1.188
C5 1.010 -1.844 0.729
C6 0.720 -1.833 -0.644
C7 1.742 -1.739 -1.596
C8 1.455 -1.996 -3.049
C9 3.025 -1.507 -1.134
C10 3.302 -1.477 0.227
H1 4.279 -2.584 3.914
H2 4.876 -1.990 2.378
H3 4.002 -3.520 2.444
H4 2.824 -0.761 3.014
H5 1.477 -3.505 3.180
H6 0.699 -1.961 3.523
H7 1.993 -2.532 4.553
H8 0.212 -2.056 1.425
H9 -0.278 -2.091 -0.983
H10 0.838 -1.226 -3.507
H11 0.920 -2.940 -3.167
H12 2.376 -2.065 -3.626
H13 3.839 -1.403 -1.842
H14 4.326 -1.316 0.535
Cl1 -7.486 -1.183 0.296
C11 -5.775 -0.950 0.324
C12 -4.947 -1.951 0.852
C13 -3.579 -1.813 0.894
C14 -2.983 -0.642 0.401
O1 -1.668 -0.528 0.470
C15 -3.816 0.353 -0.134
C16 -3.250 1.543 -0.675
O2 -2.032 1.808 -0.730
C17 -5.216 0.198 -0.169
H15 -5.406 -2.853 1.237
H16 -2.951 -2.597 1.296
H17 -3.931 2.282 -1.108
H18 -5.838 0.979 -0.587
N1 -0.779 2.624 7.260
C18 -1.519 1.761 6.529
O3 -2.508 1.199 6.946
C19 -1.063 1.506 5.105
C20 -0.176 2.309 4.408
C21 0.126 2.007 3.092
N2 -0.392 0.951 2.450
C22 -1.243 0.171 3.142
C23 -1.601 0.410 4.450
H19 -1.055 2.786 8.214
H20 0.097 2.993 6.942
H21 0.278 3.191 4.836
H22 0.826 2.626 2.556
H23 -1.638 -0.683 2.616
H24 -2.294 -0.240 4.966
C24 -0.917 0.689 -3.941
Te1 0.244 1.848 -2.599
C25 1.860 1.324 -3.831
C26 1.203 1.140 -5.181
C27 1.931 1.290 -6.357
C28 1.312 1.132 -7.584
C29 -0.044 0.831 -7.646
C30 -0.778 0.689 -6.481
C31 -0.162 0.839 -5.243
H25 -1.937 1.063 -3.982
H26 -0.934 -0.350 -3.609
H27 2.359 0.436 -3.453
H28 2.555 2.160 -3.797
H29 2.984 1.539 -6.310
H30 1.880 1.254 -8.496
H31 -0.530 0.718 -8.605
H32 -1.836 0.463 -6.530
O4 2.495 3.210 1.321
S1 1.805 2.634 0.220
O5 0.260 2.867 0.272
O6 1.676 1.067 0.366
O7 2.326 2.875 -1.102

***

Short version: maximum force = 5.8 16.6 1.1 eV/Å, in the order given.